The following is a DFT calculation (wB97M-V/def2-TZVPD) of an isolated molecule of C21H25N3O5S.

```
55
Properties=species:S:1:pos:R:3:nbo_charge:R:1
C 2.95 -0.17 2.00 -0.30
H 2.82 0.55 2.80 0.21
C -1.30 -2.89 -0.57 -0.09
C 3.60 0.01 -1.62 -0.42
C 1.33 2.88 0.69 0.67
N 0.62 1.76 0.41 -0.65
H 4.53 3.38 -1.48 0.21
O -1.84 -1.58 -0.45 -0.49
H 2.65 -1.86 3.26 0.21
C 3.47 1.50 -1.25 -0.03
H 2.89 -0.29 -2.39 0.23
H -5.10 5.06 0.41 0.41
C 2.83 2.68 0.86 -0.30
O -3.06 -3.98 0.61 -0.54
C -1.56 0.72 -0.02 -0.24
H 1.03 0.82 0.32 0.47
C 4.66 2.33 -1.73 -0.61
H 4.76 2.24 -2.80 0.21
H 2.55 1.92 -1.68 0.18
C -0.96 -0.61 -0.19 0.79
H 3.36 -2.77 -0.85 0.21
O 0.24 -0.81 -0.11 -0.64
C -2.94 1.09 -0.09 0.08
H 3.33 3.58 0.49 0.24
H -3.39 4.94 0.62 0.39
C 3.26 -2.05 -0.06 -0.17
C -4.38 3.18 0.11 0.65
H -4.99 0.62 -0.32 0.26
H -4.59 -4.79 1.63 0.20
C -3.12 2.43 0.12 -0.37
H 5.57 1.97 -1.25 0.21
H -3.90 -0.32 -1.35 0.22
C 3.35 -0.70 -0.32 -0.08
C 2.85 -1.53 2.26 -0.19
O -5.47 2.69 -0.14 -0.62
H -0.69 -3.11 0.31 0.21
S -1.60 3.27 0.42 0.49
H -4.01 -5.79 0.27 0.16
H 2.92 -3.51 1.47 0.21
H -4.00 -0.69 0.36 0.23
C -4.03 0.12 -0.36 -0.66
C -2.47 -3.86 -0.66 -0.08
C 3.20 0.24 0.70 0.23
N 3.38 1.52 0.21 -0.45
H -3.20 -3.48 -1.39 0.17
H -2.10 -4.84 -1.01 0.17
H 3.03 2.62 1.93 0.24
O 0.79 3.96 0.80 -0.60
C -4.22 -4.77 0.60 -0.25
C 3.00 -2.46 1.25 -0.25
H -4.99 -4.34 -0.05 0.17
N -4.26 4.50 0.41 -0.82
H 4.61 -0.21 -1.99 0.22
C -0.74 1.80 0.26 0.07
H -0.67 -2.95 -1.46 0.19
```

As for the HOMO energy: -7.72 eV. As for the total energy: -47727.2983 eV. The HOMO-LUMO gap comes out at 0.3009 hartree. The relative energy (zero: lowest compared OMol25 entry of this formula, charge and spin) is 113.84 kJ/mol.

---

The following is a DFT calculation (wB97M-V/def2-TZVPD) of an isolated molecule of C21H25N3O6S2 in a non-equilibrium geometry.

```
57
Properties=species:S:1:pos:R:3:nbo_charge:R:1
C -0.99 -0.93 4.89 -0.22
H 0.17 -6.39 2.51 0.23
H 0.67 0.83 -7.95 0.20
H 2.26 2.95 -2.59 0.24
N 0.92 0.93 -4.56 -0.67
H 1.93 -5.41 4.19 0.24
H -1.48 -4.54 1.69 0.24
H -2.86 0.05 2.50 0.23
H -0.59 1.37 -6.80 0.17
H -0.96 -1.94 5.28 0.22
H 1.55 2.25 -6.00 0.24
C -0.56 -0.84 -5.44 -0.10
H -1.87 0.31 6.46 0.22
H -1.38 1.04 -1.54 0.25
H 1.34 -1.09 -4.42 0.21
C 2.10 2.34 -0.53 -0.30
O -1.67 -1.84 1.46 -0.67
H 0.02 -0.51 -3.38 0.22
O -0.04 -0.62 -6.74 -0.53
N -1.28 -0.91 3.47 -0.41
H -0.78 -1.90 -5.38 0.19
C -1.99 0.31 3.10 -0.13
C -2.13 -0.10 5.48 -0.40
O 0.29 3.36 -4.43 -0.94
H 3.08 2.72 -0.27 0.23
C 1.13 -4.88 3.71 -0.39
H 2.96 1.75 3.22 0.20
H 2.91 3.11 2.07 0.19
C 2.91 2.02 2.17 -0.25
C 0.46 -0.44 -4.37 -0.26
S -0.10 2.09 -3.88 2.32
C 1.31 1.72 0.43 0.32
C 0.02 1.28 0.07 0.17
C -0.40 1.39 -1.24 -0.20
C -1.18 -1.92 2.59 0.66
C 1.36 1.18 -5.92 -0.26
C -0.69 -4.37 2.40 -0.19
C -2.35 0.98 4.43 -0.42
O -0.66 2.29 2.65 -0.60
H -1.47 -0.25 -5.30 0.19
H -0.02 -0.45 5.07 0.20
C 0.30 0.74 -6.92 -0.09
H -1.68 1.82 4.59 0.25
H -1.30 -0.17 0.79 0.45
C 1.66 2.47 -1.83 -0.15
C 0.21 -5.37 2.84 -0.26
O 1.70 1.47 1.70 -0.48
C -0.46 -3.15 2.96 -0.32
O -1.48 1.71 -3.97 -0.95
C -1.07 1.23 2.25 0.68
H -3.37 1.35 4.43 0.22
H -3.01 -0.73 5.59 0.20
H 3.77 1.59 1.64 0.18
N -0.83 0.71 1.03 -0.65
S 0.91 -3.21 4.03 0.45
H 2.29 0.63 -6.08 0.20
C 0.42 1.98 -2.18 -0.36
```

As for the HOMO energy: -8.49 eV. As for the total energy: -60608.2692 eV. The HOMO-LUMO gap comes out at 0.3241 hartree. The relative energy (zero: lowest compared OMol25 entry of this formula, charge and spin) is 153.08 kJ/mol.

---

The following is a DFT calculation (wB97M-V/def2-TZVPD) of a structure of composition C21H25N4O2V in a non-equilibrium geometry.

```
53
Properties=species:S:1:pos:R:3:nbo_charge:R:1
C -3.05 -1.01 2.87 -0.29
C -0.76 2.80 -1.03 -0.03
C 1.98 -2.18 -0.98 -0.21
H -4.12 1.68 0.31 0.24
H -2.26 7.02 -3.90 0.22
H -3.91 5.80 -2.54 0.22
H 1.99 -1.88 1.03 0.38
H 1.19 -4.02 -0.19 0.21
H 2.60 2.94 -1.75 0.23
H -5.82 0.56 1.73 0.23
O -0.75 -0.69 2.09 -0.56
C -0.63 5.82 -3.27 -0.15
H 1.89 4.94 -2.98 0.22
H -1.28 0.12 -1.97 0.40
C -4.78 0.31 1.82 -0.20
H 1.89 -1.57 -1.88 0.18
H -5.12 -1.14 3.37 0.23
H -0.59 -2.36 0.25 0.19
H -3.22 3.83 -1.23 0.23
C -0.52 -2.86 -0.72 -0.41
H 0.98 -3.81 -1.93 0.23
N 1.86 -1.31 0.19 -0.87
C 0.64 2.40 -1.09 0.37
N -1.46 1.12 0.38 -0.37
H -0.64 -0.72 4.16 0.22
H -0.43 -2.31 3.37 0.20
H -2.19 -1.89 -1.65 0.22
H -2.77 -1.78 3.57 0.23
C -4.39 -0.66 2.74 -0.19
C 1.56 3.24 -1.77 -0.29
C -2.88 5.49 -2.54 -0.18
O 1.07 1.31 -0.57 -0.73
H 2.62 -0.63 0.17 0.40
C 1.16 4.35 -2.45 -0.08
H 0.25 -0.42 -2.18 0.39
C -1.11 -1.92 -1.78 -0.22
C -3.84 0.93 1.03 -0.19
N -0.59 -0.55 -1.62 -0.83
V 0.08 0.08 0.28 1.26
H 0.11 6.35 -3.86 0.22
C 0.93 -3.30 -0.97 -0.41
C -1.16 3.97 -1.78 0.06
C -2.50 4.39 -1.80 -0.21
N -1.70 2.18 -0.33 -0.17
C -0.23 -1.24 3.29 -0.25
H 0.86 -1.09 3.27 0.20
C -2.11 -0.40 2.07 0.31
H -1.14 -3.75 -0.68 0.24
C -0.21 4.72 -2.50 -0.13
C -2.49 0.59 1.13 0.06
H 2.97 -2.67 -1.01 0.21
H -0.88 -2.31 -2.78 0.20
C -1.95 6.19 -3.30 -0.21
```

As for the HOMO energy (spin up / spin down): -9.89 / -10.37 eV. Its expectation value of S² is 3.80. As for the total energy: -57921.0664 eV. The HOMO-LUMO gap (spin up / spin down) comes out at 0.2449 / 0.2472 hartree. The multiplicity is 4. As for the net charge: +1.

---

The following is a DFT calculation (wB97M-V/def2-TZVPD) of an isolated molecule of C21H25N5O3S in a non-equilibrium geometry.

```
55
Properties=species:S:1:pos:R:3:nbo_charge:R:1
H -2.36 -1.95 -4.04 0.22
H 2.02 -2.36 -0.21 0.22
H -3.11 -1.13 -2.66 0.22
S -2.47 1.48 0.25 0.30
C 1.17 -2.12 -0.83 -0.21
H 1.69 -0.05 -1.00 0.21
C -2.26 2.68 -1.13 -0.61
C -1.02 -1.49 -2.43 -0.04
C -2.59 1.95 -2.42 0.67
N 2.53 2.03 1.02 -0.42
N -1.65 1.16 -2.98 -0.43
C -0.30 0.93 -2.52 -0.28
H -0.03 1.61 -1.71 0.25
C -1.52 -1.75 1.59 -0.40
H 2.23 3.93 0.21 0.21
H -0.54 -2.20 1.46 0.22
O 1.51 -0.90 3.68 -0.62
H -2.55 -3.64 1.65 0.22
C -2.05 0.20 -3.98 -0.22
N 3.06 0.47 2.70 -0.45
H 4.88 -0.54 2.90 0.21
C -0.82 -2.79 -1.98 -0.20
C 1.24 1.61 1.11 0.37
C -2.46 -2.75 2.26 -0.61
H -1.28 0.15 -4.75 0.19
C -0.84 1.34 0.83 0.25
H -3.01 3.45 -0.97 0.26
H -0.92 -0.74 3.40 0.25
H -1.91 -1.48 0.60 0.21
C 0.26 -3.11 -1.19 -0.22
C -1.37 -0.49 2.44 -0.22
C 0.98 -0.83 -1.27 -0.23
H -3.45 -2.31 2.38 0.20
H 3.93 3.36 0.30 0.25
H 4.56 0.68 4.15 0.21
H 0.38 1.12 -3.36 0.20
C 1.76 -0.03 2.88 0.66
H 3.65 -0.86 4.16 0.24
H -2.08 -3.03 3.23 0.21
H 0.41 -4.12 -0.85 0.22
H -2.99 0.52 -4.42 0.25
H 2.82 2.71 -0.94 0.20
N -0.51 0.47 1.80 -0.31
C 2.90 3.08 0.09 -0.41
C 3.49 1.46 1.83 0.79
H -2.35 -0.02 2.60 0.21
O -3.70 2.07 -2.91 -0.62
C 0.85 0.62 1.99 -0.09
H -1.26 3.08 -1.05 0.27
O 4.65 1.80 1.78 -0.63
C -2.21 -1.16 -3.29 -0.43
H -1.52 -3.56 -2.27 0.21
C 4.11 -0.10 3.53 -0.42
C -0.12 -0.50 -2.06 0.04
N 0.19 2.06 0.39 -0.56
```

As for the HOMO energy: -8.15 eV. As for the total energy: -46613.9530 eV. The HOMO-LUMO gap comes out at 0.3208 hartree. The relative energy (zero: lowest compared OMol25 entry of this formula, charge and spin) is 0.00 kJ/mol.

---

Number 2 is which compound?
C21H25N3O6S2

---

Please write out number 2 again, unchanged.
The following is a DFT calculation (wB97M-V/def2-TZVPD) of an isolated molecule of C21H25N3O6S2 in a non-equilibrium geometry.

```
57
Properties=species:S:1:pos:R:3:nbo_charge:R:1
C -0.99 -0.93 4.89 -0.22
H 0.17 -6.39 2.51 0.23
H 0.67 0.83 -7.95 0.20
H 2.26 2.95 -2.59 0.24
N 0.92 0.93 -4.56 -0.67
H 1.93 -5.41 4.19 0.24
H -1.48 -4.54 1.69 0.24
H -2.86 0.05 2.50 0.23
H -0.59 1.37 -6.80 0.17
H -0.96 -1.94 5.28 0.22
H 1.55 2.25 -6.00 0.24
C -0.56 -0.84 -5.44 -0.10
H -1.87 0.31 6.46 0.22
H -1.38 1.04 -1.54 0.25
H 1.34 -1.09 -4.42 0.21
C 2.10 2.34 -0.53 -0.30
O -1.67 -1.84 1.46 -0.67
H 0.02 -0.51 -3.38 0.22
O -0.04 -0.62 -6.74 -0.53
N -1.28 -0.91 3.47 -0.41
H -0.78 -1.90 -5.38 0.19
C -1.99 0.31 3.10 -0.13
C -2.13 -0.10 5.48 -0.40
O 0.29 3.36 -4.43 -0.94
H 3.08 2.72 -0.27 0.23
C 1.13 -4.88 3.71 -0.39
H 2.96 1.75 3.22 0.20
H 2.91 3.11 2.07 0.19
C 2.91 2.02 2.17 -0.25
C 0.46 -0.44 -4.37 -0.26
S -0.10 2.09 -3.88 2.32
C 1.31 1.72 0.43 0.32
C 0.02 1.28 0.07 0.17
C -0.40 1.39 -1.24 -0.20
C -1.18 -1.92 2.59 0.66
C 1.36 1.18 -5.92 -0.26
C -0.69 -4.37 2.40 -0.19
C -2.35 0.98 4.43 -0.42
O -0.66 2.29 2.65 -0.60
H -1.47 -0.25 -5.30 0.19
H -0.02 -0.45 5.07 0.20
C 0.30 0.74 -6.92 -0.09
H -1.68 1.82 4.59 0.25
H -1.30 -0.17 0.79 0.45
C 1.66 2.47 -1.83 -0.15
C 0.21 -5.37 2.84 -0.26
O 1.70 1.47 1.70 -0.48
C -0.46 -3.15 2.96 -0.32
O -1.48 1.71 -3.97 -0.95
C -1.07 1.23 2.25 0.68
H -3.37 1.35 4.43 0.22
H -3.01 -0.73 5.59 0.20
H 3.77 1.59 1.64 0.18
N -0.83 0.71 1.03 -0.65
S 0.91 -3.21 4.03 0.45
H 2.29 0.63 -6.08 0.20
C 0.42 1.98 -2.18 -0.36
```

As for the HOMO energy: -8.49 eV. As for the total energy: -60608.2692 eV. The HOMO-LUMO gap comes out at 0.3241 hartree. The relative energy (zero: lowest compared OMol25 entry of this formula, charge and spin) is 153.08 kJ/mol.